# C10H14BN9OPdS

C10H14BN9OPdS as an isolated structure in a non-equilibrium geometry (ωB97M-V with the def2-TZVPD basis set, the Open Molecules 2025 dataset).

Structure (ORCA input):
```
! RIJCOSX wB97M-V def2-TZVPD def2/J DEFGRID3
* xyz 0 5
Pd 0.021 -0.687 -0.173
B 2.592 -0.601 2.336
N 2.919 -0.632 0.811
C 4.169 -0.629 0.326
C 4.108 -0.660 -1.053
C 2.757 -0.682 -1.348
N 2.056 -0.664 -0.205
N 1.073 -0.609 2.698
C 0.624 -0.584 3.960
C -0.756 -0.598 3.940
C -1.096 -0.632 2.601
N 0.028 -0.639 1.863
H 3.083 0.389 2.803
H 3.104 -1.558 2.847
H 5.061 -0.605 0.932
H 4.933 -0.667 -1.747
H 2.310 -0.709 -2.330
H 1.256 -0.557 4.833
H -1.424 -0.584 4.785
H -2.088 -0.652 2.191
C -1.256 2.027 -4.053
N -0.500 1.912 -2.821
C -0.990 1.877 -1.571
N -2.315 1.965 -1.428
S 0.035 1.729 -0.244
H -0.563 2.006 -4.890
H -1.810 2.969 -4.056
H -1.958 1.193 -4.133
H 0.503 1.839 -2.882
H -2.941 2.134 -2.198
H -2.700 1.974 -0.499
N -5.566 -2.888 -0.263
C -5.060 -1.850 -0.246
N -4.504 -0.579 -0.228
C -3.154 -0.690 -0.212
N -1.995 -0.705 -0.198
O 0.042 -2.355 -0.149
*
```

Values from the calculation:
Energy relative to the best compared isomer or geometry (same formula, charge and spin), kcal/mol: 35.9
Molecular weight, g mol⁻¹: 425.58
LUMO level (spin up / spin down), Ha: -0.004 / -0.100
HOMO level (spin up / spin down), eV: -7.68 / -8.70
Gap between HOMO and LUMO (spin up / spin down), eV: 7.6 / 6.0

Results of the natural (NBO) charge analysis, in e, for atoms 1 through 8: atom 1 (Pd): 1.2953, atom 2 (B): 0.1680, atom 3 (N): -0.2593, atom 4 (C): -0.0011, atom 5 (C): -0.3366, atom 6 (C): -0.0555, atom 7 (N): -0.3464, atom 8 (N): -0.2612